Entry 1:
DFT (the ωB97M-V functional and the def2-TZVPD basis) results for a single C9H11ClO3 molecule.

The multiplicity is 1. The energy comes out at -1035.425271 Ha. For the LUMO energy, the calculation gives 0.637 eV. The value obtained for the molar mass is 202.6 g/mol. As for the SMILES: OC[C@@H](O)COc1ccccc1Cl.

Geometry (Å):
C -3.295 -0.734 0.435
C -1.950 -0.564 -0.266
C -0.803 -1.011 0.621
C 1.405 -0.245 0.004
C 1.168 1.099 0.150
C 2.229 1.960 0.085
C 3.553 1.547 -0.077
C 3.802 0.208 -0.190
C 2.720 -0.682 -0.130
H -4.545 -0.800 -1.150
H -3.609 -1.774 0.672
H -3.311 -0.152 1.363
H -1.967 -1.273 -1.157
H -2.467 1.123 -1.103
H -0.903 -1.993 1.020
H -0.638 -0.369 1.461
H 0.141 1.436 0.247
H 2.022 3.021 0.122
H 4.335 2.273 -0.146
H 4.803 -0.165 -0.406
O -4.315 -0.193 -0.432
O -1.728 0.768 -0.668
O 0.339 -1.096 -0.192
Cl 3.014 -2.380 -0.261

Löwdin population analysis, charges in e, atoms 1 to 8:
1 C -0.19
2 C -0.35
3 C -0.14
4 C -0.29
5 C -0.02
6 C -0.08
7 C -0.09
8 C -0.11


Entry 2:
DFT (the ωB97M-V functional and the def2-TZVPD basis) results for a molecular structure, C4H14O5Rb.

The multiplicity is 1. The energy comes out at -560.878402 Ha. For the LUMO energy, the calculation gives -3.005 eV. Its total charge is +1. The value obtained for the molar mass is 227.6 g/mol.

Geometry (Å):
Rb 0.566 -0.520 0.520
O 0.165 -3.266 0.766
H 0.412 -4.124 1.112
H -0.409 -3.463 0.025
C -2.128 -3.055 -1.788
C -2.773 -1.698 -1.354
O -2.230 -1.213 -0.139
O -2.115 -4.059 -0.824
H -1.097 -2.812 -2.042
H -2.501 -3.467 -2.725
H -3.860 -1.755 -1.309
H -2.625 -1.040 -2.210
H -3.002 -0.811 0.265
H -3.022 -4.053 -0.508
C 2.564 4.046 1.513
C 2.025 3.511 0.174
O 1.376 2.256 0.475
O 3.577 3.186 1.990
H 1.711 4.045 2.192
H 2.941 5.063 1.406
H 2.864 3.376 -0.509
H 1.316 4.238 -0.222
H 1.844 1.939 1.251
H 4.399 3.679 1.940

Löwdin population analysis, charges in e, atoms 1 to 8:
1 Rb 1.10
2 O -0.16
3 H 0.06
4 H -0.01
5 C -0.24
6 C -0.22
7 O -0.14
8 O -0.05


Entry 3:
DFT (the ωB97M-V functional and the def2-TZVPD basis) results for a single C5H10O2 molecule.

The multiplicity is 1. The energy comes out at -346.969870 Ha. For the LUMO energy, the calculation gives 0.876 eV. The value obtained for the molar mass is 102.1 g/mol. As for the SMILES: OC[C@H]1CCOC1.

Geometry (Å):
O -2.121 0.680 1.208
C -1.646 0.375 -0.088
C -0.135 0.510 -0.075
C 0.546 -0.408 0.947
C 1.899 -0.656 0.292
O 1.628 -0.744 -1.097
C 0.518 0.085 -1.407
H -3.065 0.485 1.238
H -1.906 -0.657 -0.377
H -2.082 1.051 -0.843
H 0.116 1.554 0.151
H 0.614 0.042 1.940
H -0.010 -1.350 1.034
H 2.374 -1.592 0.599
H 2.596 0.171 0.502
H -0.172 -0.500 -2.031
H 0.845 0.954 -1.994

Löwdin population analysis, charges in e, atoms 1 to 8:
1 O -0.06
2 C -0.26
3 C -0.29
4 C -0.13
5 C -0.20
6 O -0.13
7 C -0.16
8 H 0.09


Gap between HOMO and LUMO: 0.33940; 0.38010; 0.38505 (hartree)
ΔE to the lowest compared entry with this formula, charge and spin: 54.7; 47.3; 145.9 (kJ/mol)
Strongest force on any atom: 2.279; 2.192; 0.453 (eV Å⁻¹)